Entry 1:
C29H58FN2O12S6 | wB97M-V/def2-TZVPD

- Charge: +1
- E: -4640.8973 hartree
- Gap between HOMO and LUMO: 8.4 eV
- LUMO energy: -3.20 eV
- HOMO energy: -11.6 eV

Atoms and positions in Å:
C 6.3682 -2.1315 1.1227
C 7.0233 -1.5555 -0.1117
N 5.9748 -1.2388 -1.1462
C 6.5699 -1.0986 -2.2673
F 5.9162 -0.7278 -3.3326
C 8.0215 -1.4264 -2.2160
C 7.9303 -2.4057 -0.9818
N 7.3006 -3.6086 -1.5503
H 5.6790 -1.4033 1.5356
H 5.7808 -3.0029 0.8546
H 7.1235 -2.3835 1.8540
H 7.4345 -0.5668 0.0477
H 4.9722 -1.0972 -1.0004
H 8.6358 -0.5770 -1.9224
H 8.3045 -1.8681 -3.1599
H 8.8900 -2.6731 -0.5596
H 6.5692 -3.9718 -0.9557
H 7.9904 -4.3279 -1.6971
C 1.0495 0.0822 -1.9904
C 0.0128 -0.2796 -0.9180
C 0.7732 -0.5923 0.3772
S 2.2799 0.3675 0.3085
O 3.4165 -0.5462 0.2411
O 2.2506 1.4167 1.2881
C 2.0088 1.0617 -1.3212
H 0.5884 0.5193 -2.8746
H 1.5882 -0.8167 -2.3017
H -0.6552 0.5682 -0.7524
H -0.6018 -1.1247 -1.2213
H 0.2154 -0.3009 1.2676
H 1.0461 -1.6444 0.4412
H 2.9596 1.1671 -1.8406
H 1.5487 2.0391 -1.1836
C -2.5399 1.9946 5.0647
C -2.9993 0.5624 5.3683
C -2.8143 -0.2593 4.0873
S -1.4687 0.5146 3.1937
O -1.9885 1.0352 1.9443
O -0.3069 -0.3458 3.2116
C -1.2074 1.8646 4.3362
H -2.4409 2.5911 5.9698
H -3.2716 2.4841 4.4171
H -2.3852 0.1407 6.1675
H -4.0318 0.5342 5.6978
H -2.5553 -1.2933 4.2965
H -3.6934 -0.2207 3.4506
H -0.9183 2.7589 3.7871
H -0.4089 1.5679 5.0151
C -7.8655 -3.1522 3.0764
C -8.4713 -2.8574 4.4568
C -7.3132 -2.5373 5.4136
S -6.0053 -1.8623 4.3851
O -4.8731 -2.7605 4.4173
O -5.8512 -0.4521 4.6647
C -6.8476 -2.0444 2.8276
H -8.6259 -3.1746 2.2979
H -7.3659 -4.1240 3.0893
H -9.1334 -1.9930 4.3823
H -9.0638 -3.6927 4.8260
H -7.5913 -1.8012 6.1635
H -6.9252 -3.4310 5.8984
H -6.1282 -2.2798 2.0483
H -7.3320 -1.1029 2.6146
C -7.0404 2.6501 -0.8888
C -8.0781 2.1818 -1.9194
C -8.5502 0.7827 -1.4961
S -8.3636 0.7157 0.2897
O -7.3561 -0.2697 0.6196
O -9.6589 0.6824 0.9166
C -7.6461 2.3442 0.4765
H -6.8104 3.7094 -0.9914
H -6.1112 2.0887 -1.0191
H -8.9243 2.8707 -1.9216
H -7.6670 2.1662 -2.9273
H -9.5925 0.6040 -1.7463
H -7.9275 -0.0004 -1.9243
H -6.9177 2.3280 1.2843
H -8.4547 3.0338 0.7151
C -1.8282 5.1140 -0.1437
C -2.3625 3.6914 0.0695
C -3.6533 3.7967 0.8841
S -4.3564 5.4040 0.5000
O -4.3405 6.2120 1.6905
O -5.5625 5.2260 -0.2709
C -3.0326 5.9455 -0.5800
H -1.0323 5.1436 -0.8866
H -1.4273 5.5031 0.7947
H -2.5788 3.2366 -0.9006
H -1.6396 3.0539 0.5744
H -4.3718 3.0260 0.6172
H -3.4579 3.7632 1.9541
H -2.8893 7.0174 -0.4678
H -3.3263 5.7112 -1.6027
C 10.4558 -2.8525 -7.3880
C 9.8215 -3.5164 -6.1583
C 10.8582 -3.4688 -5.0268
S 11.8868 -2.0270 -5.3514
O 13.2182 -2.4796 -5.6410
O 11.6242 -1.0200 -4.3513
C 11.0926 -1.5601 -6.8850
H 9.7207 -2.6567 -8.1664
H 11.2228 -3.5070 -7.8058
H 8.9272 -2.9598 -5.8660
H 9.5149 -4.5403 -6.3653
H 10.3970 -3.3592 -4.0482
H 11.5043 -4.3440 -5.0347
H 11.8339 -1.1465 -7.5640
H 10.3374 -0.8101 -6.6511

Results of the Löwdin charge analysis, in e, for atoms 1 through 99: number 1, C, carries -0.0038; number 2, C, carries -0.2493; number 3, N, carries 0.2284; number 4, C, carries -0.2524; number 5, F, carries 0.2130; number 6, C, carries 0.0072; number 7, C, carries -0.2810; number 8, N, carries 0.0731; number 9, H, carries 0.0841; number 10, H, carries 0.0865; number 11, H, carries 0.0976; number 12, H, carries 0.1592; number 13, H, carries 0.1482; number 14, H, carries 0.1490; number 15, H, carries 0.1221; number 16, H, carries 0.1553; number 17, H, carries 0.0780; number 18, H, carries 0.0907; number 19, C, carries -0.2167; number 20, C, carries -0.1955; number 21, C, carries -0.2095; number 22, S, carries 0.6963; number 23, O, carries -0.3675; number 24, O, carries -0.2977; number 25, C, carries -0.2264; number 26, H, carries 0.1176; number 27, H, carries 0.1142; number 28, H, carries 0.1097; number 29, H, carries 0.1214; number 30, H, carries 0.0467; number 31, H, carries 0.1141; number 32, H, carries 0.0993; number 33, H, carries 0.1090; number 34, C, carries -0.2070; number 35, C, carries -0.2008; number 36, C, carries -0.2218; number 37, S, carries 0.6932; number 38, O, carries -0.3283; number 39, O, carries -0.3346; number 40, C, carries -0.2206; number 41, H, carries 0.1193; number 42, H, carries 0.1145; number 43, H, carries 0.1231; number 44, H, carries 0.0939; number 45, H, carries 0.1020; number 46, H, carries 0.0864; number 47, H, carries 0.1068; number 48, H, carries 0.1108; number 49, C, carries -0.2039; number 50, C, carries -0.2050; number 51, C, carries -0.2132; number 52, S, carries 0.6804; number 53, O, carries -0.3221; number 54, O, carries -0.3323; number 55, C, carries -0.2443; number 56, H, carries 0.1193; number 57, H, carries 0.1191; number 58, H, carries 0.1196; number 59, H, carries 0.1144; number 60, H, carries 0.1029; number 61, H, carries 0.1046; number 62, H, carries 0.1107; number 63, H, carries 0.0712; number 64, C, carries -0.2316; number 65, C, carries -0.2039; number 66, C, carries -0.2162; number 67, S, carries 0.6782; number 68, O, carries -0.3365; number 69, O, carries -0.3175; number 70, C, carries -0.2181; number 71, H, carries 0.0810; number 72, H, carries 0.1162; number 73, H, carries 0.1198; number 74, H, carries 0.1141; number 75, H, carries 0.1029; number 76, H, carries 0.1026; number 77, H, carries 0.1045; number 78, H, carries 0.1152; number 79, C, carries -0.2154; number 80, C, carries -0.2200; number 81, C, carries -0.2123; number 82, S, carries 0.6779; number 83, O, carries -0.3065; number 84, O, carries -0.3320; number 85, C, carries -0.2249; number 86, H, carries 0.1127; number 87, H, carries 0.1204; number 88, H, carries 0.1184; number 89, H, carries 0.0874; number 90, H, carries 0.0903; number 91, H, carries 0.0974; number 92, H, carries 0.1088; number 93, H, carries 0.1072; number 94, C, carries -0.2156; number 95, C, carries -0.2163; number 96, C, carries -0.2238; number 97, S, carries 0.6587; number 98, O, carries -0.3020; number 99, O, carries -0.3386

---

Entry 2:
C3H5NO2 | wB97M-V/def2-TZVPD

- Energy relative to the best compared isomer or geometry (same formula, charge and spin): 1.8138 eV
- SMILES: [H]/N=C\OCC=O
- E: -322.5077 hartree
- Gap between HOMO and LUMO: 11.0 eV
- LUMO energy: 0.71 eV
- HOMO energy: -10.3 eV

Atoms and positions in Å:
N -0.7382 0.9426 1.5256
C -1.2717 0.9268 0.3824
O -0.8526 0.4072 -0.8030
C 0.4878 -0.0347 -0.9073
C 0.8086 -1.2015 0.0112
O 1.9363 -1.5456 0.2622
H 0.1663 0.4782 1.5998
H -2.2501 1.3818 0.2318
H 1.1954 0.7931 -0.7704
H 0.5964 -0.4040 -1.9333
H -0.0781 -1.7439 0.4010

In the Löwdin picture, each atom carries the following charge in e: number 1, N, carries 0.1290; number 2, C, carries -0.3069; number 3, O, carries -0.0746; number 4, C, carries -0.1524; number 5, C, carries -0.2524; number 6, O, carries 0.0671; number 7, H, carries 0.0422; number 8, H, carries 0.1253; number 9, H, carries 0.1431; number 10, H, carries 0.1417; number 11, H, carries 0.1380